C25H26Cl2N11O2PS3SeZr | ωB97M-V with the def2-TZVPD basis set

```
72
Properties=species:S:1:pos:R:3:lowdin_charge:R:1
Zr 0.655 0.288 0.916 1.233
S -0.844 1.095 -1.006 0.582
C -0.744 -0.276 -2.087 -0.764
N -1.137 -0.291 -3.335 0.088
N -1.591 0.783 -3.875 0.027
C -2.025 0.815 -5.230 -0.224
C -2.065 -0.347 -5.988 -0.018
C -2.489 -0.249 -7.305 -0.057
C -2.865 0.975 -7.843 -0.063
C -2.822 2.122 -7.063 -0.064
C -2.399 2.048 -5.744 -0.029
N -0.223 -1.478 -1.700 0.038
N 0.276 -1.570 -0.547 -0.167
C 0.945 -2.842 -0.336 -0.258
C 1.362 -3.585 -1.440 -0.025
C 2.059 -4.766 -1.238 -0.049
C 2.344 -5.210 0.047 -0.056
C 1.935 -4.458 1.139 -0.061
C 1.242 -3.270 0.950 -0.074
H -1.605 1.654 -3.351 0.100
H -1.783 -1.299 -5.565 0.109
H -2.529 -1.143 -7.912 0.115
H -3.192 1.033 -8.872 0.114
H -3.113 3.076 -7.478 0.114
H -2.361 2.943 -5.135 0.111
H 1.141 -3.255 -2.444 0.109
H 2.374 -5.343 -2.097 0.118
H 2.877 -6.140 0.191 0.116
H 2.134 -4.804 2.145 0.118
H 0.902 -2.724 1.818 0.055
S -1.371 -1.134 1.774 0.672
C -0.962 -0.918 3.425 -0.986
S 0.731 -0.450 3.661 0.739
C -1.839 -1.027 4.463 -0.354
C -3.230 -1.136 4.161 -0.226
N -4.338 -1.088 3.858 0.200
C -1.421 -0.801 5.805 -0.220
N -1.020 -0.516 6.845 0.203
Cl 2.676 2.342 2.559 0.583
C 2.505 3.682 1.401 -0.885
Cl 1.620 3.147 -0.037 0.570
H 3.502 3.986 1.104 0.044
H 1.939 4.480 1.868 0.045
N -0.260 2.252 4.743 -0.027
C -1.579 2.513 4.154 -0.252
P -1.500 2.737 2.355 0.477
O -1.393 4.137 1.881 -0.299
O -0.397 1.771 1.886 -0.669
C -3.113 2.130 1.702 -0.177
N -3.412 3.002 0.517 0.142
H 0.330 0.857 4.215 -0.050
H -0.360 1.998 5.724 0.103
H 0.329 3.079 4.705 0.105
H -2.091 3.385 4.573 0.117
H -2.218 1.646 4.334 0.087
H -3.898 2.284 2.442 0.120
H -3.107 1.086 1.395 0.068
H -4.410 3.174 0.400 0.173
H -3.053 2.568 -0.341 0.101
H -2.899 3.898 0.676 0.136
Se 2.995 -0.178 -2.501 1.254
N 4.291 -1.264 -1.976 -0.164
C 4.224 -1.381 -0.665 -0.358
C 5.036 -2.179 0.208 0.068
C 4.716 -2.179 1.529 0.003
C 3.592 -1.437 2.025 -0.089
N 2.850 -0.669 1.271 -0.040
C 3.190 -0.634 -0.053 -0.501
N 2.422 0.111 -0.821 -0.325
H 5.857 -2.760 -0.190 0.141
H 5.280 -2.767 2.239 0.127
H 3.327 -1.526 3.072 0.108
```

Output
HOMO level	-12.500	eV
frontier orbital gap	5.2	eV
total energy	-180288.311	eV
lowest unoccupied orbital energy	-7.252	eV
charge	+2
energy above the lowest of the compared OMol25 structures with the same formula, charge and spin	30.1	kcal/mol



C2H8O2 | ωB97M-V with the def2-TZVPD basis set

```
12
Properties=species:S:1:pos:R:3:lowdin_charge:R:1
C -1.320 2.057 -0.898 -0.343
O -1.879 1.922 -2.181 -0.071
C -1.292 0.739 -0.136 -0.098
H -0.315 2.463 -1.006 0.110
H -1.845 2.784 -0.264 0.107
H -2.720 1.465 -2.091 0.079
H -0.708 -0.066 -0.588 0.073
H -0.949 0.881 0.888 0.071
H -2.319 0.354 -0.093 0.071
H 5.054 -4.605 1.872 0.031
H 3.683 -4.142 2.215 0.039
O 4.609 -3.853 2.281 -0.070
```

Output
SMILES	CCO.O
HOMO level	-10.363	eV
frontier orbital gap	11.4	eV
total energy	-6298.268	eV
lowest unoccupied orbital energy	0.992	eV
energy above the lowest of the compared OMol25 structures with the same formula, charge and spin	3.3	kcal/mol



C28H82N2O22 | ωB97M-V with the def2-TZVPD basis set

```
134
Properties=species:S:1:pos:R:3:lowdin_charge:R:1
C 0.030 -2.909 -5.286 -0.035
C 0.406 -1.690 -6.110 -0.415
C 0.132 -0.338 -5.463 -0.207
O -1.274 -0.175 -5.342 -0.183
C -1.644 0.789 -4.374 -0.104
N 1.880 -1.732 -6.360 0.025
H 0.567 -2.932 -4.339 0.082
H 0.156 -3.847 -5.823 0.087
H -1.037 -2.770 -5.128 0.060
H -0.119 -1.670 -7.072 0.140
H 0.601 0.499 -5.994 0.124
H 0.565 -0.327 -4.454 0.118
H -2.714 0.927 -4.237 0.091
H -1.291 1.813 -4.550 0.092
H -1.186 0.485 -3.426 0.083
H 2.041 -2.640 -6.797 0.069
H 2.086 -1.132 -7.160 0.067
C -3.365 -1.311 2.195 -0.052
C -4.052 0.039 2.190 -0.386
C -3.744 0.903 3.399 -0.205
O -4.461 2.131 3.396 -0.156
C -3.577 3.221 3.198 -0.110
N -3.673 0.781 0.914 0.050
H -2.311 -1.222 1.927 0.068
H -3.753 -1.923 1.379 0.084
H -3.492 -1.780 3.169 0.081
H -5.132 -0.030 2.022 0.141
H -2.650 0.996 3.408 0.129
H -3.954 0.314 4.298 0.131
H -2.840 3.226 4.011 0.091
H -4.077 4.184 3.323 0.090
H -3.061 3.235 2.235 0.065
H -2.778 1.187 1.212 0.049
H -4.118 1.697 1.043 0.068
C 0.203 1.851 -0.235 -0.185
C 0.844 0.480 0.090 -0.158
O 1.896 0.674 1.025 -0.133
O -0.599 2.284 0.858 -0.083
H -0.498 1.638 -1.046 0.120
H 1.001 2.525 -0.558 0.110
H 1.134 0.057 -0.878 0.118
H 0.194 -0.240 0.577 0.132
H 2.587 1.262 0.702 0.045
H -0.015 2.367 1.627 0.066
C -0.132 -4.864 -0.325 -0.229
C -0.122 -3.611 -1.202 -0.229
O -1.147 -2.707 -0.781 -0.085
O -1.355 -5.589 -0.456 -0.062
H 0.058 -4.507 0.688 0.107
H 0.638 -5.475 -0.796 0.120
H -0.203 -3.918 -2.248 0.120
H 0.805 -3.034 -1.140 0.092
H -1.832 -2.658 -1.475 0.044
H -2.012 -4.909 -0.657 0.075
C 1.428 5.217 2.393 -0.241
C 0.133 4.621 2.881 -0.228
O 0.386 3.305 3.400 -0.080
O 2.421 5.101 3.408 -0.058
H 1.276 6.278 2.166 0.120
H 1.704 4.761 1.437 0.117
H -0.531 4.534 2.020 0.096
H -0.380 5.233 3.626 0.126
H 0.963 3.451 4.158 0.086
H 3.245 5.502 3.122 0.089
C -2.349 5.302 -1.340 -0.219
C -3.318 4.250 -0.862 -0.247
O -2.722 2.973 -0.876 -0.074
O -1.218 5.433 -0.444 -0.082
H -2.868 6.257 -1.450 0.118
H -1.893 5.047 -2.297 0.116
H -4.177 4.174 -1.532 0.125
H -3.790 4.559 0.079 0.117
H -1.972 2.949 -0.257 0.031
H -0.849 6.312 -0.551 0.078
C 3.938 0.455 1.927 -0.224
C 5.200 0.235 2.763 -0.206
O 5.918 -0.913 2.381 -0.035
O 4.183 0.288 0.535 -0.088
H 3.493 1.435 2.131 0.146
H 3.171 -0.279 2.209 -0.018
H 4.856 0.182 3.797 0.119
H 5.821 1.130 2.674 0.115
H 5.680 -1.160 1.481 0.068
H 3.768 1.002 0.016 0.051
C -1.734 -4.773 2.754 -0.207
C -2.856 -5.335 3.672 -0.231
O -2.524 -5.016 5.023 -0.071
O -1.374 -3.471 3.271 -0.090
H -2.030 -4.759 1.707 0.099
H -0.942 -5.508 2.913 0.121
H -3.032 -6.403 3.534 0.114
H -3.838 -4.895 3.448 0.107
H -1.879 -4.302 4.946 0.062
H -1.062 -3.055 2.459 0.066
C 3.979 -3.519 -2.041 -0.262
C 4.248 -2.356 -1.081 -0.231
O 2.965 -1.833 -0.729 -0.097
O 3.079 -4.407 -1.468 -0.045
H 4.987 -3.871 -2.273 0.121
H 3.620 -3.053 -2.968 0.114
H 4.896 -1.541 -1.411 0.116
H 4.759 -2.797 -0.212 0.120
H 3.110 -1.162 -0.033 0.056
H 2.417 -3.884 -1.000 0.043
C -3.722 -0.643 -1.778 -0.283
C -3.641 -1.662 -2.889 -0.222
O -2.341 -2.158 -3.183 -0.079
O -5.059 -0.355 -1.404 -0.062
H -3.050 0.196 -2.011 0.096
H -3.192 -0.902 -0.851 0.085
H -4.021 -1.124 -3.765 0.122
H -4.422 -2.412 -2.737 0.126
H -2.170 -1.828 -4.072 0.052
H -4.994 0.184 -0.599 0.052
C 3.771 2.574 -2.253 -0.188
C 3.377 1.936 -3.574 -0.222
O 1.994 1.689 -3.579 -0.057
O 3.005 2.121 -1.140 -0.099
H 3.718 3.668 -2.306 0.121
H 4.833 2.412 -2.055 0.129
H 3.945 1.003 -3.672 0.123
H 3.721 2.523 -4.429 0.127
H 1.619 1.630 -4.459 0.067
H 2.121 2.005 -1.526 0.053
C 1.645 -0.053 4.071 -0.216
C 1.556 -0.522 5.513 -0.244
O 0.674 0.298 6.258 -0.049
O 2.580 -0.807 3.337 -0.061
H 2.019 0.979 4.107 0.121
H 0.640 -0.136 3.645 0.132
H 2.529 -0.581 6.009 0.126
H 1.210 -1.558 5.403 0.123
H 1.241 0.788 6.857 0.081
H 2.502 -0.583 2.402 0.007
```

Output
HOMO level	-9.020	eV
frontier orbital gap	9.0	eV
total energy	-78378.963	eV
lowest unoccupied orbital energy	-0.047	eV
energy above the lowest of the compared OMol25 structures with the same formula, charge and spin	170.1	kcal/mol



Among the records above, which one has the lowest energy above the lowest of the compared OMol25 structures with the same formula, charge and spin?
C2H8O2



Look up the frontier orbital gap of the third one.
9.0 eV



Which of these has the highest energy above the lowest of the compared OMol25 structures with the same formula, charge and spin?
C28H82N2O22



What did the first record say?
C25H26Cl2N11O2PS3SeZr | ωB97M-V with the def2-TZVPD basis set

```
72
Properties=species:S:1:pos:R:3:lowdin_charge:R:1
Zr 0.655 0.288 0.916 1.233
S -0.844 1.095 -1.006 0.582
C -0.744 -0.276 -2.087 -0.764
N -1.137 -0.291 -3.335 0.088
N -1.591 0.783 -3.875 0.027
C -2.025 0.815 -5.230 -0.224
C -2.065 -0.347 -5.988 -0.018
C -2.489 -0.249 -7.305 -0.057
C -2.865 0.975 -7.843 -0.063
C -2.822 2.122 -7.063 -0.064
C -2.399 2.048 -5.744 -0.029
N -0.223 -1.478 -1.700 0.038
N 0.276 -1.570 -0.547 -0.167
C 0.945 -2.842 -0.336 -0.258
C 1.362 -3.585 -1.440 -0.025
C 2.059 -4.766 -1.238 -0.049
C 2.344 -5.210 0.047 -0.056
C 1.935 -4.458 1.139 -0.061
C 1.242 -3.270 0.950 -0.074
H -1.605 1.654 -3.351 0.100
H -1.783 -1.299 -5.565 0.109
H -2.529 -1.143 -7.912 0.115
H -3.192 1.033 -8.872 0.114
H -3.113 3.076 -7.478 0.114
H -2.361 2.943 -5.135 0.111
H 1.141 -3.255 -2.444 0.109
H 2.374 -5.343 -2.097 0.118
H 2.877 -6.140 0.191 0.116
H 2.134 -4.804 2.145 0.118
H 0.902 -2.724 1.818 0.055
S -1.371 -1.134 1.774 0.672
C -0.962 -0.918 3.425 -0.986
S 0.731 -0.450 3.661 0.739
C -1.839 -1.027 4.463 -0.354
C -3.230 -1.136 4.161 -0.226
N -4.338 -1.088 3.858 0.200
C -1.421 -0.801 5.805 -0.220
N -1.020 -0.516 6.845 0.203
Cl 2.676 2.342 2.559 0.583
C 2.505 3.682 1.401 -0.885
Cl 1.620 3.147 -0.037 0.570
H 3.502 3.986 1.104 0.044
H 1.939 4.480 1.868 0.045
N -0.260 2.252 4.743 -0.027
C -1.579 2.513 4.154 -0.252
P -1.500 2.737 2.355 0.477
O -1.393 4.137 1.881 -0.299
O -0.397 1.771 1.886 -0.669
C -3.113 2.130 1.702 -0.177
N -3.412 3.002 0.517 0.142
H 0.330 0.857 4.215 -0.050
H -0.360 1.998 5.724 0.103
H 0.329 3.079 4.705 0.105
H -2.091 3.385 4.573 0.117
H -2.218 1.646 4.334 0.087
H -3.898 2.284 2.442 0.120
H -3.107 1.086 1.395 0.068
H -4.410 3.174 0.400 0.173
H -3.053 2.568 -0.341 0.101
H -2.899 3.898 0.676 0.136
Se 2.995 -0.178 -2.501 1.254
N 4.291 -1.264 -1.976 -0.164
C 4.224 -1.381 -0.665 -0.358
C 5.036 -2.179 0.208 0.068
C 4.716 -2.179 1.529 0.003
C 3.592 -1.437 2.025 -0.089
N 2.850 -0.669 1.271 -0.040
C 3.190 -0.634 -0.053 -0.501
N 2.422 0.111 -0.821 -0.325
H 5.857 -2.760 -0.190 0.141
H 5.280 -2.767 2.239 0.127
H 3.327 -1.526 3.072 0.108
```

Output
HOMO level	-12.500	eV
frontier orbital gap	5.2	eV
total energy	-180288.311	eV
lowest unoccupied orbital energy	-7.252	eV
charge	+2
energy above the lowest of the compared OMol25 structures with the same formula, charge and spin	30.1	kcal/mol